No. 1
Here is a 9-piece molecular cluster, C42H44N9O17 overall from the Open Molecules 2025 dataset. Energies are from wB97M-V/def2-TZVPD.

XYZ file:
```
112
Properties=species:S:1:pos:R:3:lowdin_charge:R:1
O 0.89 -1.04 0.40 -0.096
O -0.57 -5.06 2.47 0.013
O -1.40 3.21 2.69 0.014
O -0.20 -0.10 -1.25 -0.068
O 0.37 0.98 0.51 -0.101
O 3.83 -3.37 -6.74 -0.008
O -5.10 5.21 -1.83 0.045
O -2.97 4.66 2.87 0.077
O -6.65 -2.46 3.81 0.077
O -7.49 -0.50 3.44 0.000
O -6.89 4.40 -0.69 0.014
O 2.77 -5.35 -6.94 0.059
O 6.64 -4.14 -4.14 0.025
O 3.34 -3.07 1.19 0.021
O 3.56 4.00 -0.90 -0.056
O 3.71 -0.94 1.60 0.089
O 5.31 -4.82 -2.56 0.033
N 5.87 -3.87 -3.17 -0.370
N -2.07 4.18 2.26 -0.347
N 3.37 4.05 1.46 -0.246
N 0.07 -0.13 -0.01 -0.479
N -5.72 4.36 -1.21 -0.321
N 2.82 -4.20 -6.51 -0.321
N 3.07 -1.93 1.75 -0.370
N -6.47 -1.31 3.53 -0.360
N -1.35 -4.30 0.48 -0.184
C -0.85 -2.81 -4.28 -0.120
C 5.95 -1.44 -3.92 0.069
C 4.06 -0.62 -1.57 -0.080
C 3.12 3.58 0.23 -0.272
C 5.57 -2.52 -2.86 -0.057
C 1.72 -3.81 -5.66 -0.128
C 2.77 3.47 2.58 -0.041
C 4.29 4.99 1.74 -0.093
C -2.47 -5.19 0.43 -0.037
C 2.39 -2.01 2.98 -0.106
C -3.22 0.70 -0.56 -0.060
C 2.30 -3.23 3.85 0.015
C -3.48 2.93 -1.70 0.000
C 4.57 0.37 -2.36 -0.096
C -2.25 -0.04 2.88 -0.082
C -2.32 6.20 0.68 0.033
C -4.65 0.50 3.47 0.058
C -1.65 4.89 1.00 -0.083
C -5.11 -0.91 3.25 -0.136
C 0.83 -0.76 4.71 -0.112
C 0.39 -4.40 -5.98 0.070
C 4.40 -2.14 -1.74 0.170
C -0.63 6.36 -1.33 -0.043
C -0.40 -4.29 1.55 -0.291
C -4.44 0.81 0.03 -0.076
C -1.16 -3.46 -0.66 -0.091
C -4.86 3.09 -1.00 -0.043
C -2.68 1.76 -1.48 -0.022
C -2.66 -1.45 2.40 0.032
C 1.81 -2.58 -4.67 0.112
C 0.39 -2.18 -3.89 -0.014
C 1.52 -0.67 3.38 0.075
C -3.13 0.83 3.39 -0.086
C 0.02 5.13 -1.01 -0.058
C -4.12 -1.92 2.56 0.063
C -0.87 -3.88 -5.21 -0.032
C -1.70 7.00 -0.44 -0.006
C 0.97 -1.79 5.67 -0.005
C -0.47 4.35 0.16 0.055
C -5.37 1.98 -0.13 0.059
C 5.50 0.08 -3.58 0.010
C 1.75 -3.15 5.27 0.042
H -3.17 -4.89 -0.08 -0.007
H 5.84 0.97 -4.13 0.061
H 2.98 3.74 3.55 0.079
H 0.78 5.00 -1.63 0.034
H 0.21 -5.06 -6.65 0.017
H -3.17 6.48 1.33 0.096
H -1.68 -4.33 -5.60 0.036
H 4.20 5.69 2.59 0.097
H -1.60 1.61 -1.96 0.132
H 3.00 -4.04 3.76 0.085
H 1.77 -4.09 5.72 0.041
H -1.22 0.42 2.82 0.095
H -1.81 -1.99 2.00 0.058
H 5.17 4.32 2.02 0.133
H -5.40 1.20 4.17 0.163
H 4.41 5.69 0.91 0.098
H 2.23 2.98 0.16 0.104
H 2.76 2.51 2.15 0.069
H 1.53 0.30 2.75 0.104
H 3.49 -0.28 -0.75 0.056
H -2.76 -0.13 -0.28 0.019
H 1.63 3.62 2.49 0.117
H -5.00 0.05 0.56 0.078
H 0.38 0.26 4.90 0.105
H 0.12 3.27 0.37 0.124
H -4.25 -2.91 2.22 0.061
H -1.83 -3.66 -1.53 0.089
H 4.04 -2.77 -1.16 -0.044
H 0.58 -3.85 1.15 0.144
H -6.27 1.95 0.36 0.062
H 6.60 -1.57 -4.68 0.027
H -2.58 1.59 3.71 0.021
H 2.86 -1.94 -4.47 0.141
H 4.01 1.44 -2.32 0.136
H -1.70 -2.51 -3.53 0.129
H -2.86 -5.22 1.47 0.110
H -1.91 7.85 -0.94 0.031
H -1.34 -2.42 -0.28 0.057
H 0.70 -1.55 6.53 -0.014
H -0.10 -3.30 -0.99 0.090
H -3.25 3.77 -2.25 0.050
H -0.17 6.99 -2.08 0.084
H 0.56 -1.32 -3.29 0.044
H -2.28 -6.12 0.16 0.056
```

Values from the calculation:
E_LUMO ... 0.73 eV
ΔE to the lowest compared entry with this formula, charge and spin ... 5.047 eV
Kohn-Sham gap ... 7.48 eV
HOMO ... -6.746 eV
Total charge ... -1

***

No. 2
Here is a 2-piece molecular cluster, C47H38OP overall from the Open Molecules 2025 dataset. Energies are from wB97M-V/def2-TZVPD.

XYZ file:
```
87
Properties=species:S:1:pos:R:3:lowdin_charge:R:1
P 0.41 0.43 2.15 1.045
O -1.82 1.43 -0.71 -0.031
C 1.40 -1.30 4.08 -0.099
C 4.37 2.82 2.40 -0.069
C 1.94 1.41 2.19 -0.268
C -0.58 -0.11 -2.86 -0.010
C -1.90 -0.05 -3.31 -0.042
C 0.17 -1.30 -2.98 -0.192
C 5.94 0.56 -1.36 -0.039
C 3.15 0.83 1.75 -0.079
C -1.59 0.65 0.25 -0.451
C 6.72 1.72 -1.26 -0.060
C 2.43 -0.48 -2.14 -0.013
C 0.71 -2.34 1.99 -0.091
C 1.53 -1.45 -2.51 0.044
C -1.81 1.29 5.51 -0.062
C 3.91 -3.13 -1.59 -0.025
C -0.73 1.22 3.34 -0.283
C 4.30 1.78 -2.67 -0.001
C 3.85 -0.64 -2.09 -0.043
C -3.88 1.07 1.16 -0.025
C -2.69 -0.86 1.99 -0.050
C 1.97 2.72 2.72 -0.059
C 1.47 -3.71 3.84 -0.069
C 4.50 -1.95 -2.13 -0.161
C 0.88 -1.19 2.78 -0.315
C 4.51 -4.38 -1.72 -0.051
C 5.76 -2.12 -2.77 -0.015
C -2.74 0.25 1.15 -0.181
C -0.26 0.16 0.56 -0.202
C 4.34 1.53 1.85 -0.081
C -1.35 2.44 3.02 -0.090
C 5.09 2.93 -2.60 -0.049
C -3.70 -1.08 2.92 -0.072
C 4.69 0.57 -2.05 -0.173
C 1.04 -3.59 2.51 -0.075
C 5.78 -4.50 -2.31 -0.046
C -0.44 -2.39 -3.67 -0.015
C -4.87 0.89 2.13 -0.074
C -1.74 -2.32 -4.15 -0.058
C -0.99 0.64 4.59 -0.071
C -2.22 3.05 3.92 -0.062
C 6.41 -3.35 -2.82 -0.050
C -2.45 2.48 5.17 -0.063
C -2.50 -1.15 -3.94 -0.025
C 1.64 -2.57 4.63 -0.065
C 6.30 2.91 -1.87 -0.043
C -4.76 -0.17 3.04 -0.076
C 3.18 3.40 2.84 -0.066
H 2.06 0.53 -1.96 0.114
H -2.20 -3.18 -4.65 0.114
H -3.54 -1.08 -4.29 0.120
H 1.95 -2.64 5.67 0.111
H -3.64 -1.96 3.57 0.105
H -1.16 2.93 2.05 0.126
H 6.30 -0.36 -0.91 0.123
H -5.50 -0.29 3.83 0.105
H 3.39 1.80 -3.28 0.122
H 2.97 -3.04 -1.03 0.112
H -0.57 -0.33 4.84 0.092
H -2.48 0.86 -3.14 0.115
H -3.97 1.89 0.44 0.119
H -2.73 3.97 3.64 0.114
H 1.67 -4.70 4.27 0.110
H 0.34 -2.25 0.96 0.094
H -3.14 2.95 5.88 0.112
H 7.40 -3.42 -3.27 0.118
H 6.24 -1.25 -3.23 0.125
H 0.94 -4.48 1.89 0.104
H 6.28 -5.47 -2.37 0.118
H 1.05 3.19 3.06 0.096
H 0.45 0.07 -0.26 0.032
H 4.01 -5.28 -1.35 0.115
H 5.31 3.36 2.48 0.110
H 6.90 3.82 -1.76 0.119
H 3.19 4.40 3.28 0.111
H 1.60 -0.40 4.67 0.119
H 7.65 1.69 -0.69 0.117
H -1.81 -1.51 1.95 0.094
H 0.14 -3.31 -3.81 0.119
H 5.26 1.07 1.49 0.095
H 4.78 3.85 -3.09 0.116
H -1.96 0.83 6.49 0.112
H -5.70 1.60 2.20 0.107
H 1.92 -2.46 -2.67 0.105
H -0.14 0.73 -2.34 0.103
H 3.14 -0.19 1.34 0.106
```

Values from the calculation:
E_LUMO ... -5.11 eV
Kohn-Sham gap ... 4.43 eV
HOMO ... -9.537 eV
Total charge ... +1

***

No. 3
Here is C15H21O6V as an isolated structure from the Open Molecules 2025 dataset. Energies are from wB97M-V/def2-TZVPD.

XYZ file:
```
43
Properties=species:S:1:pos:R:3:mulliken_spin:R:1
V 1.00 0.44 0.61 2.047
O 0.69 -0.84 -0.84 -0.010
O -0.28 -0.13 1.72 -0.040
O -0.71 -2.28 1.09 -0.004
O 2.63 -0.74 0.82 -0.011
O -0.15 1.68 -0.58 -0.008
O 2.47 1.57 -0.47 -0.008
C -2.53 -0.87 1.79 -0.004
C 2.02 2.41 -1.57 0.004
C -3.52 -1.86 1.66 0.000
C -5.19 -0.14 1.90 -0.001
C -4.20 0.79 2.05 0.001
C 0.54 2.75 -1.19 0.005
C -0.91 0.87 -1.41 0.005
C -4.84 -1.45 1.67 0.000
C 2.41 -2.11 0.29 0.014
C -1.12 -1.20 1.51 0.012
C -2.89 0.46 2.06 -0.001
C 1.60 -1.97 -0.99 0.000
C 3.66 0.82 -0.68 0.002
C 3.88 -0.02 0.57 0.010
C -0.10 -0.29 -2.02 0.006
H 2.62 3.30 -1.63 -0.001
H 3.56 0.23 -1.61 -0.002
H 0.63 -0.08 -2.82 -0.001
H 0.47 3.59 -0.43 -0.009
H 2.21 -1.86 -1.89 0.001
H -3.27 -2.88 1.43 0.000
H -6.21 0.21 1.91 0.000
H 2.08 1.85 -2.48 -0.001
H 4.44 1.55 -0.81 -0.002
H 3.31 -2.62 0.19 0.001
H 0.04 3.01 -2.09 0.000
H -4.37 1.87 2.16 0.000
H -1.71 0.35 -0.82 -0.009
H 4.72 -0.64 0.60 0.002
H -0.62 -1.15 -2.34 0.000
H -5.59 -2.25 1.58 0.000
H -1.47 1.31 -2.23 0.005
H 1.07 -2.91 -1.14 -0.001
H 1.79 -2.61 1.03 -0.006
H 3.92 0.68 1.33 -0.001
H -2.08 1.15 2.05 0.001
```

Values from the calculation:
Expectation value of S² ... 2.01
Multiplicity ... 3
E_LUMO (spin up / spin down) ... -8.00 / -7.11 eV
ΔE to the lowest compared entry with this formula, charge and spin ... 0.241 eV
Kohn-Sham gap (spin up / spin down) ... 6.69 / 7.59 eV
HOMO (spin up / spin down) ... -14.694 / -14.696 eV
Total charge ... +2

***

No. 4
Here is a 2-piece molecular cluster, C2H6NO3S overall from the Open Molecules 2025 dataset. Energies are from wB97M-V/def2-TZVPD.

XYZ file:
```
13
Properties=species:S:1:pos:R:3:lowdin_charge:R:1
S -2.33 -0.76 0.31 0.574
O -3.55 -0.83 -0.45 -0.616
O 0.15 1.51 0.03 -0.098
O -2.47 -0.03 1.62 -0.634
N 0.43 -0.02 -1.77 0.106
C 1.41 -0.54 0.52 -0.072
C 1.00 0.53 -0.57 -0.584
H 1.73 -0.10 1.60 0.123
H -0.54 0.35 -1.78 0.011
H 0.54 -1.13 0.47 -0.002
H 1.93 1.15 -0.72 0.130
H 2.25 -1.21 0.19 0.068
H -0.52 1.08 0.54 -0.006
```

Values from the calculation:
E_LUMO (spin up / spin down) ... 3.96 / 2.74 eV
ΔE to the lowest compared entry with this formula, charge and spin ... 3.328 eV
Kohn-Sham gap (spin up / spin down) ... 9.37 / 4.60 eV
HOMO (spin up / spin down) ... -5.413 / -1.854 eV
Total charge ... -1

***

No. 5
Here is a 2-piece molecular cluster, C12H16N2O overall from the Open Molecules 2025 dataset. Energies are from wB97M-V/def2-TZVPD.

XYZ file:
```
31
Properties=species:S:1:pos:R:3:lowdin_charge:R:1
O 3.35 1.51 1.69 -0.046
N 1.62 2.15 0.39 0.132
N -2.20 1.24 0.03 0.049
C -1.83 1.87 -1.17 -0.072
C 1.89 -0.34 1.14 -0.164
C 1.65 -0.83 2.56 -0.110
C 2.25 1.15 1.11 -0.452
C -1.69 -2.26 0.73 -0.087
C -0.77 -2.50 -0.34 -0.105
C -0.30 -1.52 -1.25 -0.037
C -2.17 -1.00 0.95 -0.036
C -1.78 -0.13 -0.01 -0.241
C -0.15 1.01 -3.06 -0.064
C -0.98 -0.26 -1.14 -0.154
C -1.00 1.04 -1.85 -0.258
H 0.58 -1.55 -1.91 0.114
H -1.60 -3.10 1.48 0.123
H 0.84 1.54 -2.79 0.102
H 0.12 0.02 -3.50 0.079
H 0.92 -0.63 0.61 0.084
H -0.70 1.64 -3.82 0.091
H 0.63 2.16 0.08 0.081
H 2.63 -0.76 3.04 0.061
H 2.12 3.10 0.32 0.147
H -3.15 1.39 0.38 0.141
H 2.61 -0.84 0.55 0.110
H -0.06 -3.38 -0.38 0.115
H 0.88 -0.68 3.30 0.067
H -2.98 -0.86 1.57 0.094
H -2.36 2.84 -1.33 0.137
H 1.62 -2.00 2.61 0.097
```

Values from the calculation:
SMILES string ... Cc1c[nH]c2ccccc12.CCC(N)=O
E_LUMO ... 0.66 eV
ΔE to the lowest compared entry with this formula, charge and spin ... 2.880 eV
Kohn-Sham gap ... 9.03 eV
HOMO ... -8.372 eV

***

No. 6
Here is C25H28BN7O2V as an isolated structure from the Open Molecules 2025 dataset. Energies are from wB97M-V/def2-TZVPD.

XYZ file:
```
64
Properties=species:S:1:pos:R:3:mulliken_spin:R:1
V 1.49 0.49 -0.79 2.454
O -2.17 0.50 -1.20 0.008
O -0.15 -0.01 -0.27 0.228
N 3.36 2.56 -0.83 0.029
N -2.23 -1.30 2.04 -0.001
N 2.18 2.13 -0.20 -0.039
N 3.29 -0.46 -0.42 -0.055
N 4.32 0.26 -1.01 0.030
N 1.84 0.54 -2.62 -0.058
N 3.05 1.15 -2.98 0.039
C 1.22 -1.95 3.05 -0.004
C -2.12 1.05 2.60 0.002
C 3.71 3.74 -0.27 0.071
C 1.95 0.53 -4.84 -0.009
C -5.69 1.83 0.29 0.000
C 1.17 0.15 -3.75 0.068
C -1.73 -1.73 -0.34 0.006
C 5.23 -1.48 0.02 -0.002
C -1.43 -2.62 -1.37 -0.009
C 1.83 3.07 0.75 0.074
C -3.98 0.22 1.26 0.002
C -4.47 1.53 1.12 -0.001
C -1.94 -2.18 0.99 0.013
C -2.64 2.34 2.52 0.000
C -4.72 -0.93 0.64 0.000
C 5.48 -0.35 -0.75 0.037
C -2.78 -0.01 1.96 -0.001
C -1.40 -0.29 -0.66 -0.009
C 2.77 4.10 0.70 -0.010
C -1.48 -4.44 0.20 0.001
C -1.82 -3.56 1.22 -0.002
C -3.80 2.57 1.77 0.000
C -1.32 -3.99 -1.12 0.002
C 3.86 -1.52 0.21 0.024
C 3.12 1.12 -4.33 0.079
B 4.07 1.54 -1.83 0.003
H -5.92 2.90 0.33 0.000
H 0.20 -0.34 -3.70 -0.002
H -5.55 1.57 -0.77 0.000
H -1.18 0.86 3.12 -0.001
H -1.11 -4.67 -1.96 0.000
H -4.37 -1.15 -0.39 0.000
H 3.96 1.51 -4.90 0.007
H 5.08 1.99 -2.26 -0.002
H -1.98 -3.95 2.22 0.000
H -1.32 -2.20 -2.38 -0.002
H 1.00 -2.94 2.59 -0.001
H -6.55 1.28 0.66 0.000
H -4.19 3.58 1.67 0.000
H 1.69 0.40 -5.87 0.001
H 4.57 4.31 -0.60 0.006
H 2.20 -1.94 3.54 0.001
H 3.33 -2.27 0.76 0.005
H -4.63 -1.86 1.25 0.000
H -1.35 -5.51 0.40 0.000
H 5.99 -2.15 0.35 0.001
H 6.41 0.00 -1.14 0.003
H 0.52 -1.76 3.89 0.000
H -2.12 3.18 3.01 0.000
H -1.86 -1.57 2.95 0.000
H 1.17 -1.16 2.27 0.016
H 0.96 2.97 1.39 -0.001
H 2.77 5.02 1.25 0.001
H -5.79 -0.69 0.58 0.000
```

Values from the calculation:
Expectation value of S² ... 3.77
Multiplicity ... 4
E_LUMO (spin up / spin down) ... 0.66 / 0.63 eV
ΔE to the lowest compared entry with this formula, charge and spin ... 0.736 eV
Kohn-Sham gap (spin up / spin down) ... 7.07 / 8.09 eV
HOMO (spin up / spin down) ... -6.409 / -7.466 eV

***

No. 7
Here is one molecule with the formula C5H6F2O from the Open Molecules 2025 dataset. Energies are from wB97M-V/def2-TZVPD.

XYZ file:
```
14
Properties=species:S:1:pos:R:3:lowdin_charge:R:1
F -0.07 -2.55 0.70 -0.049
F -0.94 1.21 1.82 -0.020
O 0.96 1.59 0.65 0.054
C -0.21 -0.35 -1.43 -0.124
C 0.42 -1.25 0.80 -0.207
C -0.01 -0.44 -2.66 0.145
C -0.37 1.25 0.54 -0.317
C -0.46 -0.37 -0.02 -0.240
H -1.56 -0.79 0.16 0.197
H 1.59 -1.36 0.73 0.166
H 0.17 -0.59 -3.69 0.016
H -1.01 1.93 -0.13 0.172
H 1.14 2.51 0.73 0.089
H 0.36 -0.80 1.81 0.116
```

Values from the calculation:
SMILES string ... C#C[C@@H](CF)[C@H](O)F
E_LUMO ... 0.65 eV
ΔE to the lowest compared entry with this formula, charge and spin ... 2.388 eV
Kohn-Sham gap ... 10.64 eV
HOMO ... -9.990 eV

***

No. 8
Here is a 13-piece molecular cluster, C25H68N3O12S overall from the Open Molecules 2025 dataset. Energies are from wB97M-V/def2-TZVPD.

XYZ file:
```
109
Properties=species:S:1:pos:R:3:lowdin_charge:R:1
S 0.56 1.84 -4.72 0.754
O 1.32 8.66 -3.94 -0.137
O 3.32 -2.89 2.31 -0.150
O -5.35 -3.19 -4.53 -0.152
O 7.91 -4.35 3.24 -0.145
O 5.59 -0.95 3.58 -0.132
O -0.48 4.66 -2.72 -0.165
O -1.54 7.01 -0.36 -0.129
O -1.57 -5.65 0.98 -0.139
O 4.28 1.65 -4.30 -0.126
O -2.47 3.78 2.03 -0.140
O -0.94 -1.37 6.51 -0.127
O 0.42 2.05 2.77 -0.133
N -1.80 -2.88 -0.53 0.180
N -0.83 -2.00 -0.60 -0.043
N -0.57 -1.66 2.23 0.141
C -0.01 5.55 -3.74 -0.133
C -5.54 -2.62 0.65 0.034
C 4.19 -3.82 1.65 -0.120
C 0.33 0.13 -1.21 0.044
C 0.40 -2.41 0.12 -0.065
C 5.88 -1.70 4.75 -0.149
C -2.33 -5.55 2.19 -0.146
C -4.08 -3.53 -1.13 -0.101
C -1.22 1.61 -4.99 -0.520
C -0.82 -0.83 -1.22 -0.111
C -3.29 2.72 2.51 -0.153
C 0.73 1.32 3.96 -0.128
C 4.37 0.24 -4.17 -0.163
C -2.90 -2.60 -1.16 -0.204
C -5.90 -4.37 -5.12 -0.138
C 0.46 -1.70 1.49 -0.194
C -1.82 0.46 -4.19 -0.246
C -1.75 -0.24 6.81 -0.159
C -1.44 6.55 0.99 -0.148
C 2.48 8.43 -3.14 -0.156
C -3.00 -1.40 -1.88 0.090
C -2.14 0.79 -2.71 -0.127
C 9.01 -4.69 4.07 -0.151
C -5.28 -2.72 -0.65 -0.166
C -2.01 -0.49 -1.94 -0.119
H -5.69 -2.44 -5.02 0.072
H -0.65 7.11 1.51 0.081
H -1.20 0.68 6.60 0.062
H 5.03 -3.27 1.24 0.083
H -0.72 -1.33 5.58 0.050
H -1.99 -4.69 2.78 0.070
H -5.90 -2.20 -1.37 0.105
H 5.41 -0.05 -4.26 0.081
H 3.28 7.99 -3.74 0.079
H 9.80 -5.16 3.48 0.077
H -1.54 1.60 -2.30 0.114
H -1.14 5.13 -2.21 0.061
H 0.35 -3.47 0.35 0.130
H 1.40 -1.28 1.84 0.102
H 8.66 -5.40 4.82 0.078
H -5.59 -4.45 -6.16 0.081
H -3.93 -1.21 -2.41 0.143
H 6.31 -2.66 4.48 0.059
H -1.71 -4.85 0.48 0.004
H -1.78 2.54 -4.86 0.085
H -2.81 1.75 2.31 0.062
H 1.17 0.36 3.70 0.062
H -3.18 1.11 -2.66 0.133
H 3.79 -0.25 -4.95 0.074
H 1.57 9.27 -4.64 0.075
H -2.39 6.69 1.51 0.080
H -4.24 -3.81 -2.17 0.114
H 3.99 -0.07 -3.18 0.066
H -3.39 -5.45 1.96 0.068
H -3.46 2.82 3.58 0.082
H -2.71 0.03 -4.66 0.117
H 2.58 -3.40 2.67 0.076
H -1.30 1.34 -6.05 0.072
H -0.18 1.17 4.55 0.062
H 2.21 7.74 -2.35 0.071
H -1.37 -2.12 1.79 0.043
H -4.97 -3.16 1.39 0.064
H -0.21 1.51 2.28 0.043
H -1.77 7.94 -0.31 0.075
H -6.32 -1.93 0.95 0.068
H 1.30 -0.35 -1.14 0.092
H -2.67 -0.27 6.21 0.075
H -1.07 -0.34 -4.19 0.102
H 2.83 9.37 -2.70 0.077
H 0.74 5.04 -4.33 0.066
H -4.24 2.76 1.99 0.079
H 4.96 -1.47 3.06 0.025
H -0.84 5.84 -4.39 0.087
H -2.02 -0.27 7.86 0.081
H 9.40 -3.80 4.57 0.078
H 0.31 0.63 -2.18 0.046
H -1.63 3.74 2.51 0.066
H -5.52 -5.23 -4.57 0.078
H -3.89 -4.39 -0.49 0.115
H -1.18 5.50 0.99 0.055
H 6.59 -1.14 5.35 0.079
H 1.44 1.90 4.55 0.090
H 0.16 0.91 -0.46 0.121
H 3.36 1.90 -4.22 0.018
H -6.99 -4.36 -5.06 0.082
H 8.23 -3.72 2.58 0.073
H 4.56 -4.56 2.37 0.088
H -2.18 -6.46 2.76 0.084
H 1.29 -2.27 -0.47 0.123
H 0.60 2.70 -3.68 -0.138
H 0.42 6.44 -3.29 0.055
H 4.96 -1.86 5.33 0.076
H 3.66 -4.34 0.84 0.075
```

Values from the calculation:
E_LUMO ... -4.07 eV
Kohn-Sham gap ... 7.40 eV
HOMO ... -11.466 eV
Total charge ... +1

***

E_tot readings, ordered: -3397.14670; -2230.11185; -1979.02279; -758.42210; -651.53773; -2472.18123; -468.98102; -2458.17383 hartree